ORCA calculation (wB97M-V/def2-TZVPD) on the molecule C6H10O.

Calculated values
HOMO-LUMO gap, eV: 10.74
SMILES: C[C@H]1C[C@H]1CC=O
Relative energy (zero: lowest compared OMol25 entry of this formula, charge and spin), kcal/mol: 16.9
Net charge: 0
Electronic energy, eV: -8430.509

Structure (XYZ):
```
17
Properties=species:S:1:pos:R:3:forces:R:3:lowdin_charge:R:1
C 0.969 1.761 0.507 -0.1 0.0 0.0 -0.077
C 1.320 0.443 -0.150 0.1 0.1 0.0 -0.310
C 1.180 -0.838 0.619 0.0 -0.1 0.1 -0.085
C 0.249 -0.554 -0.535 -0.1 0.0 -0.1 -0.251
C -1.212 -0.206 -0.321 0.1 0.0 0.1 -0.138
C -2.237 -1.261 -0.676 0.2 -0.3 0.0 -0.262
O -2.003 -2.409 -0.963 0.0 0.5 0.1 0.055
H 1.820 2.152 1.077 -0.1 -0.1 -0.1 0.077
H 0.135 1.652 1.209 0.1 0.0 -0.1 0.070
H 0.685 2.518 -0.233 0.0 -0.1 0.1 0.077
H 2.174 0.502 -0.823 -0.2 -0.1 0.1 0.131
H 1.941 -1.603 0.497 -0.2 0.1 0.0 0.101
H 0.787 -0.768 1.633 0.0 0.0 -0.2 0.108
H 0.443 -1.136 -1.434 -0.1 0.1 0.1 0.138
H -1.506 0.705 -0.867 0.1 -0.1 0.1 0.125
H -1.384 0.025 0.738 -0.1 0.0 -0.1 0.120
H -3.290 -0.891 -0.651 0.2 -0.1 0.0 0.120
```
Forces are in eV/Å.

ORCA calculation (wB97M-V/def2-TZVPD) on a cluster of 2 separate species, C4H12 in total.

Calculated values
Spin multiplicity: 2
HOMO-LUMO gap (spin up / spin down), eV: 2.89 / 12.35
Expectation value of S²: 0.750
Relative energy (zero: lowest compared OMol25 entry of this formula, charge and spin), kcal/mol: 2.2
Net charge: -1
Electronic energy, eV: -4340.941

Structure (XYZ):
```
16
Properties=species:S:1:pos:R:3:forces:R:3:lowdin_charge:R:1
C 2.502 -1.381 -0.526 0.4 0.6 0.3 -0.341
C 2.183 -1.312 0.976 -0.4 0.2 -0.7 -0.320
H 2.631 -2.400 -0.889 -0.2 0.0 -0.1 0.035
H 1.727 -0.854 -1.083 -0.2 -0.2 -0.1 0.015
H 3.413 -0.808 -0.758 0.0 -0.3 0.1 0.037
H 2.804 -1.998 1.559 0.0 0.3 0.1 0.039
H 2.237 -0.266 1.284 0.5 0.0 0.3 0.018
H 1.121 -1.515 1.129 0.0 -0.5 0.1 0.018
C -2.428 1.103 0.510 0.2 0.3 0.2 -0.328
C -2.221 1.513 -0.942 -0.3 -0.3 -0.1 -0.346
H -3.286 1.644 0.927 -0.2 -0.4 0.0 0.037
H -2.531 0.020 0.645 -0.1 0.2 0.0 0.024
H -1.579 1.421 1.121 0.1 -0.1 0.0 0.020
H -1.246 1.204 -1.323 0.1 0.2 0.1 0.018
H -2.367 2.591 -1.039 0.3 0.0 -0.1 0.038
H -2.961 1.037 -1.590 -0.1 0.0 0.0 0.034
```
Forces are in eV/Å.

ORCA calculation (wB97M-V/def2-TZVPD) on the molecule C4H10N2O2 in a non-equilibrium geometry.

Calculated values
HOMO-LUMO gap, eV: 9.59
SMILES: NCC[C@@H](N)C(=O)O
Relative energy (zero: lowest compared OMol25 entry of this formula, charge and spin), kcal/mol: 50.6
Net charge: 0
Electronic energy, eV: -11384.709

Structure (XYZ):
```
18
Properties=species:S:1:pos:R:3:forces:R:3:lowdin_charge:R:1
N 1.684 -2.356 1.597 0.0 0.5 -0.5 -0.022
C 0.937 -1.095 1.667 1.1 -1.0 -0.8 -0.254
C 0.642 -0.567 0.239 -0.1 -1.6 -0.3 -0.178
C -0.576 0.317 0.112 -1.7 0.1 -0.2 -0.319
N -0.763 1.333 1.154 0.4 -0.5 -1.5 0.074
C -0.774 0.920 -1.283 0.7 -1.0 -1.5 -0.457
O -1.669 1.595 -1.684 -0.1 0.6 0.5 0.119
O 0.131 0.367 -2.179 0.4 0.1 0.9 0.060
H 2.612 -2.400 1.230 0.2 0.1 0.1 0.059
H 1.385 -3.146 2.126 0.0 0.0 0.2 0.051
H 0.053 -1.473 2.187 -0.3 1.1 0.0 0.119
H 1.510 -0.331 2.203 -0.4 -0.1 0.5 0.099
H 1.488 -0.278 -0.386 0.4 0.8 0.9 0.114
H 0.422 -1.477 -0.319 -0.4 -0.2 0.0 0.109
H -1.436 -0.394 0.073 0.2 0.5 0.6 0.165
H 0.160 1.491 1.510 -0.2 0.4 1.0 0.067
H -1.525 1.186 1.793 0.4 -0.1 0.2 0.080
H 0.133 0.807 -3.034 -0.6 0.2 -0.1 0.115
```
Forces are in eV/Å.

ORCA calculation (wB97M-V/def2-TZVPD) on a structure of composition C20H37N2O2P3Re in a non-equilibrium geometry.

Calculated values
Spin multiplicity: 4
HOMO-LUMO gap (spin up / spin down), eV: 4.01 / 4.27
Expectation value of S²: 3.856
Relative energy (zero: lowest compared OMol25 entry of this formula, charge and spin), kcal/mol: 41.3
Net charge: +4
Electronic energy, eV: -58363.528

Structure (XYZ):
```
65
Properties=species:S:1:pos:R:3:forces:R:3:lowdin_charge:R:1
P -3.070 -3.000 -2.052 -2.6 -3.0 2.3 1.044
C -4.446 -2.216 -1.138 0.4 1.7 -0.3 -0.228
H -5.143 -2.945 -0.702 0.4 -0.3 -0.3 0.099
H -5.015 -1.538 -1.793 0.0 -0.3 0.2 0.056
H -4.016 -1.610 -0.323 -0.2 -0.2 -0.2 0.048
C -3.836 -4.183 -3.188 0.6 0.6 -1.7 -0.220
H -3.040 -4.629 -3.806 -0.3 0.0 0.1 0.073
H -4.522 -3.667 -3.875 0.1 -0.1 0.2 0.074
H -4.375 -4.998 -2.689 0.2 0.3 0.5 0.096
C -2.442 -4.130 -0.720 1.5 0.7 -0.1 -0.212
H -3.188 -4.900 -0.461 0.0 0.4 -0.4 0.094
H -2.188 -3.553 0.181 -0.2 -0.1 -0.3 0.040
H -1.521 -4.624 -1.061 -0.3 -0.1 0.1 0.048
P 1.787 -0.096 3.393 0.1 -1.0 -1.6 0.832
C 0.450 0.862 4.158 0.1 -0.2 -0.4 -0.244
H 0.744 1.110 5.181 -0.3 0.1 0.0 0.074
H -0.473 0.264 4.128 0.3 0.1 0.3 0.058
H 0.268 1.758 3.550 0.1 -0.1 0.4 0.036
C 2.206 -1.525 4.430 -0.3 -0.1 -0.3 -0.248
H 2.960 -2.141 3.919 -0.1 0.3 0.3 0.053
H 1.309 -2.151 4.535 0.2 0.2 0.2 0.059
H 2.574 -1.181 5.402 -0.1 -0.2 0.0 0.073
C 3.306 0.895 3.271 -0.2 0.1 -0.2 -0.260
H 3.678 1.133 4.272 0.1 0.1 -0.2 0.073
H 3.084 1.802 2.695 0.1 0.0 0.4 0.029
H 4.065 0.339 2.703 -0.2 0.0 0.4 0.048
P 1.164 3.457 -1.890 0.6 1.5 -2.2 0.949
C 0.050 4.898 -1.756 -0.6 -0.1 0.4 -0.113
H 0.343 5.692 -2.465 0.3 -0.4 0.1 0.109
H 0.046 5.347 -0.745 0.3 -0.3 -0.3 0.101
H -0.992 4.625 -1.986 0.4 -0.2 0.0 0.082
C 2.914 3.942 -2.024 0.4 -0.3 0.8 -0.129
H 3.126 4.553 -2.917 -0.6 -0.1 0.1 0.112
H 3.552 3.045 -2.086 -0.3 0.1 0.0 0.086
H 3.236 4.518 -1.143 -0.2 -0.1 -0.2 0.095
C 0.793 2.269 -3.205 -0.4 -0.4 -0.2 -0.146
H 1.408 2.474 -4.095 0.0 0.3 0.4 0.107
H -0.265 2.326 -3.498 0.3 0.1 0.2 0.079
H 1.005 1.232 -2.892 -0.1 0.6 0.0 0.034
Re 1.366 -1.628 -0.187 -7.2 4.6 9.6 1.314
C -0.415 -1.113 0.668 -2.4 0.3 0.4 -0.288
O -1.446 -0.825 1.129 2.1 -0.5 -0.8 0.048
C 1.009 2.547 -0.312 -1.6 -3.5 5.9 -0.012
O 0.912 2.034 0.737 1.1 3.0 -5.4 0.222
C 3.247 -0.996 -0.672 2.1 0.8 -0.7 -0.205
C 2.326 -0.809 -1.731 1.5 0.6 -2.3 -0.262
C 1.494 -1.888 -2.148 0.0 -0.5 -2.7 -0.242
C 1.556 -3.143 -1.468 0.6 -1.7 -1.7 -0.218
C 2.463 -3.297 -0.384 1.6 -2.7 -0.6 -0.201
C 3.309 -2.234 0.006 2.1 -0.9 -0.3 -0.189
H 3.819 -0.147 -0.316 0.0 -0.1 0.1 0.137
H 2.245 0.135 -2.230 0.2 0.2 0.0 0.082
H 0.767 -1.742 -2.932 0.0 0.0 -0.1 0.127
H 0.892 -3.945 -1.748 0.0 -0.1 0.0 0.132
H 2.475 -4.239 0.150 0.0 0.1 0.1 0.155
H 3.955 -2.358 0.859 0.0 0.1 0.2 0.148
N -1.864 0.774 -1.864 0.7 -0.6 -0.7 -0.018
C -3.195 0.985 -1.760 0.3 0.8 0.5 -0.057
C -3.349 1.967 -0.793 0.2 -0.2 0.1 0.001
C -2.043 2.269 -0.352 -0.4 -0.7 -0.7 -0.117
N -1.136 1.530 -1.022 -0.1 0.7 0.3 -0.042
H -1.376 0.115 -2.480 -0.5 0.5 0.5 0.152
H -3.913 0.466 -2.376 0.1 0.1 0.0 0.126
H -4.275 2.390 -0.441 0.0 0.0 0.0 0.127
H -1.741 2.972 0.410 0.0 0.0 0.0 0.120
```
Forces are in eV/Å.

ORCA calculation (wB97M-V/def2-TZVPD) on a structure of composition C6H11NS in a non-equilibrium geometry.

Calculated values
HOMO-LUMO gap, eV: 8.40
Relative energy (zero: lowest compared OMol25 entry of this formula, charge and spin), kcal/mol: 104.2
Net charge: 0
Electronic energy, eV: -18720.974

Structure (XYZ):
```
19
Properties=species:S:1:pos:R:3:forces:R:3:lowdin_charge:R:1
C 1.725 -1.182 -1.145 -2.4 1.6 -1.2 -0.040
C 0.818 -0.332 -0.187 2.7 -1.3 1.9 -0.337
C -0.244 -1.178 0.468 0.3 -1.0 -4.0 -0.184
C -0.644 -1.037 1.882 4.4 -1.6 0.1 -0.026
C -1.156 1.048 -0.414 -4.5 4.5 1.0 -0.960
C -0.508 2.349 -0.704 -0.7 1.8 -1.5 -0.159
H 0.892 -1.579 -1.894 2.2 0.8 0.9 0.117
H 2.146 -2.101 -0.658 0.1 1.3 -0.3 0.087
H 2.400 -0.372 -1.589 -0.4 -2.0 0.1 0.092
H 1.340 0.312 0.542 -0.1 0.1 -0.6 0.151
H -0.131 -2.047 -0.266 -1.5 0.2 2.2 0.146
H -1.599 -1.174 2.111 -4.4 -0.1 0.4 0.022
H -0.121 -1.707 2.653 -0.1 0.8 -1.5 0.126
H -0.308 -0.054 1.980 0.0 1.9 1.5 0.065
H -0.205 2.291 -1.919 -0.5 0.7 3.4 0.136
H 0.419 2.335 -0.009 -1.3 0.9 -1.4 0.076
H -1.556 3.231 -0.417 4.1 -2.6 -1.1 0.147
N -0.501 -0.018 -0.498 1.8 -4.9 0.3 -0.038
S -2.768 1.215 0.064 0.3 -1.1 0.0 0.579
```
Forces are in eV/Å.

ORCA calculation (wB97M-V/def2-TZVPD) on a structure of composition C35H35CaN7O4 in a non-equilibrium geometry.

Calculated values
HOMO-LUMO gap, eV: 7.56
Relative energy (zero: lowest compared OMol25 entry of this formula, charge and spin), kcal/mol: 7.8
Net charge: 0
Electronic energy, eV: -73928.957

Structure (XYZ):
```
82
Properties=species:S:1:pos:R:3:forces:R:3:lowdin_charge:R:1
Ca -0.587 0.918 -0.362 -0.2 -0.1 -0.2 1.369
C -0.172 -3.508 -2.597 0.0 0.0 0.0 -0.042
C -1.062 -2.300 -2.493 0.0 0.0 0.0 -0.257
C -2.275 -2.378 -1.816 0.0 0.0 0.0 -0.010
C -3.162 -1.306 -1.790 0.0 0.0 0.0 -0.267
C -4.502 -1.434 -1.117 -0.1 0.0 0.0 -0.053
C -2.811 -0.133 -2.454 0.0 0.1 0.0 -0.042
C -1.600 -0.020 -3.138 0.1 0.0 0.1 -0.299
C -1.274 1.235 -3.907 0.1 0.0 -0.1 -0.046
C -0.722 -1.105 -3.125 -0.1 0.0 0.0 -0.021
H -0.602 -4.232 -3.295 0.0 0.0 0.0 0.087
H -0.058 -4.006 -1.633 0.0 0.0 0.0 0.081
H 0.819 -3.238 -2.957 0.0 0.0 0.0 0.061
H -2.542 -3.303 -1.312 0.0 0.0 0.0 0.124
H -5.234 -1.861 -1.807 0.0 0.0 0.0 0.088
H -4.881 -0.459 -0.802 0.0 -0.1 0.0 0.075
H -4.450 -2.083 -0.242 0.0 0.0 -0.1 0.062
H -3.483 0.719 -2.438 0.0 -0.1 0.0 0.122
H -1.685 1.170 -4.917 0.0 0.0 0.0 0.088
H -0.195 1.373 -3.998 0.0 0.0 0.0 0.070
H -1.700 2.112 -3.421 0.0 0.0 0.0 0.065
H 0.230 -1.028 -3.641 0.0 0.0 0.0 0.119
C 4.529 -2.705 -3.792 0.0 0.0 0.0 -0.053
C 3.682 -2.147 -2.679 0.0 0.0 0.0 -0.287
C 3.168 -2.958 -1.668 0.0 -0.1 0.0 -0.058
C 2.324 -2.449 -0.707 0.0 0.0 0.1 -0.046
C 1.950 -1.088 -0.632 0.1 -0.1 0.1 -0.269
N 1.035 -0.652 0.314 -0.1 0.2 -0.1 -0.075
C 1.149 -1.165 1.592 0.1 0.0 0.1 -0.270
C 2.424 -1.410 2.161 0.0 0.0 0.0 -0.028
C 2.613 -1.833 3.456 0.0 0.0 0.0 -0.045
C 1.532 -2.022 4.319 0.0 0.0 0.0 -0.289
C 1.727 -2.416 5.759 0.0 0.0 0.0 -0.057
C 0.278 -1.781 3.798 -0.1 0.0 0.0 -0.004
C 0.066 -1.398 2.468 0.1 0.0 0.0 -0.124
N -1.313 -1.272 2.086 -0.1 -0.1 0.0 -0.079
C -2.331 -2.027 2.565 0.1 0.1 -0.1 -0.056
C -3.512 -1.408 2.221 0.1 -0.1 0.1 -0.057
C -3.115 -0.264 1.516 0.2 -0.1 0.0 -0.148
N -1.791 -0.197 1.435 0.0 0.2 0.1 -0.018
C 2.544 -0.267 -1.614 0.1 -0.2 -0.1 -0.131
C 3.346 -0.808 -2.626 0.0 0.1 0.0 -0.001
N 2.473 1.164 -1.614 0.2 0.1 0.0 -0.089
C 3.525 1.988 -1.821 -0.1 0.0 0.1 -0.057
C 3.041 3.273 -1.897 0.0 0.0 0.0 -0.047
C 1.659 3.138 -1.722 0.0 -0.1 0.1 -0.131
N 1.327 1.862 -1.556 -0.2 -0.1 0.0 -0.021
H 5.117 -3.557 -3.447 0.0 0.0 0.0 0.076
H 5.221 -1.957 -4.181 0.0 0.0 0.0 0.075
H 3.914 -3.049 -4.627 0.0 0.0 0.0 0.080
H 3.404 -4.018 -1.655 0.0 0.1 0.0 0.118
H 1.909 -3.117 0.038 0.0 0.0 0.0 0.121
H 3.289 -1.238 1.534 0.0 0.0 0.0 0.116
H 3.625 -1.995 3.815 0.0 0.0 0.0 0.114
H 2.500 -3.180 5.861 0.0 0.0 0.0 0.077
H 0.807 -2.812 6.191 0.0 0.0 0.0 0.073
H 2.035 -1.562 6.368 0.0 0.0 0.0 0.080
H -0.586 -1.881 4.446 0.0 0.0 0.0 0.114
H -2.130 -2.937 3.105 0.0 0.0 0.0 0.127
H -4.512 -1.746 2.435 0.0 0.0 0.0 0.102
H -3.714 0.496 1.038 0.0 0.0 0.0 0.114
H 3.722 -0.135 -3.390 0.0 0.0 0.0 0.121
H 4.526 1.596 -1.884 0.0 0.0 0.0 0.128
H 3.605 4.178 -2.048 0.0 0.0 0.0 0.097
H 0.889 3.894 -1.700 0.0 0.0 0.0 0.115
C 0.575 2.472 3.347 0.0 0.0 0.0 0.013
C -0.405 3.169 2.468 0.1 0.0 -0.1 -0.343
N -0.680 2.835 1.223 0.0 -0.3 0.0 0.072
C -1.650 3.704 0.785 -0.1 0.0 -0.1 -0.138
C -1.955 4.586 1.775 0.2 0.1 0.3 -0.076
N -1.156 4.229 2.835 0.0 0.0 0.0 0.185
C -2.870 5.741 1.916 -0.2 0.3 -0.3 -0.492
O -3.523 6.094 0.834 -0.1 0.6 1.2 0.134
O -2.955 6.306 2.985 0.0 -0.1 0.0 0.090
C -2.306 3.558 -0.552 0.3 -0.1 0.0 -0.559
O -2.992 4.514 -0.956 0.1 -0.6 -0.5 0.057
O -2.102 2.455 -1.139 -0.1 0.4 0.1 -0.162
H 1.032 1.655 2.791 0.0 0.0 0.0 0.072
H 0.083 2.053 4.226 0.0 0.0 0.0 0.088
H 1.361 3.149 3.685 0.0 0.0 0.0 0.085
H -1.180 4.714 3.719 0.0 0.0 0.0 0.173
H -3.280 5.495 0.064 0.0 -0.3 -0.6 0.021
```
Forces are in eV/Å.